# 1
C3H4N2O in the gas phase in a non-equilibrium geometry, computed with ωB97M-V/def2-TZVPD.

LUMO level (alpha / beta): -0.31 / -0.31 eV
Molar mass: 84.08 Da
2S+1: 1
Orbital gap (alpha / beta): 0.2652 / 0.2653 Ha

Geometry (Å):
C 0.816 -0.195 -1.009
C -0.858 0.165 1.037
O 0.818 0.051 -2.347
N -0.307 -0.184 2.115
C -0.333 -0.611 -0.399
N -1.420 -1.097 -0.102
H 1.647 0.459 -2.621
H 1.693 -0.010 -0.406
H -0.556 0.404 2.908
H -1.501 1.018 0.823

# 2
A molecular structure, C3H4N2O in a non-equilibrium geometry, computed with ωB97M-V/def2-TZVPD.

LUMO level: 1.03 eV
Molar mass: 84.08 Da
2S+1: 1
Orbital gap: 0.4256 Ha

Geometry (Å):
C -1.557 -0.031 -0.050
C -0.061 -0.077 0.015
C 1.840 0.535 -0.064
H -2.171 0.968 -0.215
H -1.843 -0.436 0.921
H -2.010 -0.956 -0.766
H 2.809 0.902 0.019
N 0.678 1.098 0.077
N 0.516 -1.138 0.116
O 1.799 -0.866 -0.053

# 3
C3H4N2O in the gas phase in a non-equilibrium geometry, computed with ωB97M-V/def2-TZVPD.

LUMO level: 0.62 eV
SMILES string: [H]/N=N/[C@H]1C=C1O
Molar mass: 84.08 Da
2S+1: 1
Orbital gap: 0.3559 Ha

Geometry (Å):
H 2.753 0.763 0.074
N 1.830 0.373 0.296
N 1.033 1.321 0.337
C -0.313 0.812 0.439
C -1.001 0.171 -0.688
C -0.344 -0.752 -0.063
O -0.199 -2.081 0.065
H -0.905 1.506 1.076
H -1.829 0.403 -1.324
H -1.025 -2.516 -0.211

# 4
C3H4N2O in the gas phase in a non-equilibrium geometry, computed with ωB97M-V/def2-TZVPD.

LUMO level: 0.82 eV
SMILES string: N=C=CNC=O
Molar mass: 84.08 Da
2S+1: 1
Orbital gap: 0.3641 Ha

Geometry (Å):
N 2.523 -0.573 -0.288
C 1.459 -0.368 0.260
C 0.456 0.423 0.642
N -0.680 0.614 -0.312
C -1.775 -0.183 -0.258
O -1.974 -1.146 0.428
H 3.126 -1.408 -0.336
H 0.204 0.918 1.540
H -0.772 1.437 -0.763
H -2.565 0.286 -0.912

# 5
C3H4N2O in the gas phase in a non-equilibrium geometry, computed with ωB97M-V/def2-TZVPD.

LUMO level: 0.85 eV
SMILES string: Nc1ccon1
Molar mass: 84.08 Da
2S+1: 1
Orbital gap: 0.3691 Ha

Geometry (Å):
N -1.742 0.033 -0.278
C -0.436 -0.272 0.026
C 0.554 0.684 0.342
C 1.702 0.003 0.175
O 1.461 -1.299 -0.045
N 0.079 -1.472 -0.126
H -2.117 0.793 0.267
H -2.348 -0.769 -0.342
H 0.522 1.754 0.464
H 2.297 0.591 -0.500

# 6
C3H4N2O in the gas phase in a non-equilibrium geometry, computed with ωB97M-V/def2-TZVPD.

LUMO level: 0.88 eV
SMILES string: O=c1[nH]cc[nH]1
Molar mass: 84.08 Da
2S+1: 1
Orbital gap: 0.3341 Ha

Geometry (Å):
O 2.399 -0.047 -0.001
C 1.189 0.001 -0.021
N 0.373 1.071 -0.023
C -0.978 0.668 0.012
C -0.999 -0.686 0.021
N 0.331 -1.069 -0.059
H 0.745 2.022 0.024
H -1.785 1.353 -0.029
H -1.916 -1.279 -0.105
H 0.640 -2.034 0.182

# 7
C3H4N2O2 in the gas phase in a non-equilibrium geometry, computed with ωB97M-V/def2-TZVPD.

LUMO level: 0.69 eV
SMILES string: Nc1coc(=O)[nH]1
Molar mass: 100.08 Da
2S+1: 1
Orbital gap: 0.3418 Ha

Geometry (Å):
N -1.758 -0.570 -0.060
C -0.614 0.125 0.252
C -0.016 1.304 0.405
O 1.366 1.152 0.142
C 1.604 -0.133 -0.230
O 2.637 -0.582 -0.634
N 0.409 -0.827 -0.046
H -1.117 -1.161 -0.727
H -2.607 -0.029 -0.243
H -0.347 2.322 0.533
H 0.444 -1.602 0.607

# 8
C3H4N2O2 in the gas phase in a non-equilibrium geometry, computed with ωB97M-V/def2-TZVPD.

LUMO level: 0.69 eV
SMILES string: Oc1c[nH]nc1O
Molar mass: 100.08 Da
2S+1: 1
Orbital gap: 0.3343 Ha

Geometry (Å):
O 1.600 -1.325 0.091
C 0.435 -0.691 -0.041
C -0.866 -1.229 -0.032
N -1.735 -0.164 0.007
N -1.088 1.046 0.029
C 0.156 0.673 -0.052
O 1.174 1.560 -0.077
H 2.272 -0.695 -0.116
H -1.147 -2.327 -0.115
H -2.697 -0.018 0.145
H 0.782 2.461 0.481

# 9
A molecular structure, C3H4N2O2 in a non-equilibrium geometry, computed with ωB97M-V/def2-TZVPD.

LUMO level: 0.44 eV
Molar mass: 100.08 Da
2S+1: 1
Orbital gap: 0.3696 Ha

Geometry (Å):
C 1.215 1.193 0.145
N 0.362 0.040 -0.103
N -1.116 0.124 -0.116
C -1.632 -0.902 0.653
O -1.053 -1.841 1.168
C 0.306 -0.745 -1.083
O 0.388 -1.500 -1.960
H 0.773 2.059 -0.355
H 1.282 1.371 1.218
H 2.208 0.984 -0.260
H -2.732 -0.782 0.694

# 10
C3H4N2O2 in the gas phase, computed with ωB97M-V/def2-TZVPD.

LUMO level: 0.48 eV
SMILES string: N[C@H](C=O)N=C=O
Molar mass: 100.08 Da
2S+1: 1
Orbital gap: 0.3922 Ha

Geometry (Å):
N 1.058 0.943 0.942
C -0.088 0.445 0.230
C -0.543 -0.874 0.860
O -0.964 -1.798 0.212
N 0.087 0.302 -1.197
C -0.431 -0.486 -1.970
O -0.847 -1.139 -2.847
H 1.217 1.920 0.719
H 1.895 0.434 0.674
H -0.909 1.154 0.415
H -0.474 -0.901 1.962

# 11
A molecular structure, C3H4N2O2 in a non-equilibrium geometry, computed with ωB97M-V/def2-TZVPD.

LUMO level: 0.67 eV
Molar mass: 100.08 Da
2S+1: 1
Orbital gap: 0.3824 Ha

Geometry (Å):
C -1.962 0.258 0.063
C 0.315 -0.565 -0.147
C 2.320 -0.255 0.019
H -1.963 1.357 -0.495
H -2.927 -0.320 -0.321
H -1.943 0.233 1.353
H 3.450 -0.512 -0.091
N 1.361 -1.229 0.056
N 1.839 1.001 -0.111
O -0.931 -0.807 -0.252
O 0.441 0.839 -0.074

# 12
2 unconnected molecules or ions with the total composition C3H4N2O2, computed with ωB97M-V/def2-TZVPD.

LUMO level: 0.82 eV
SMILES string: CN1C=N1.O=C=O
Molar mass: 100.08 Da
2S+1: 1
Orbital gap: 0.3892 Ha

Geometry (Å):
C -1.376 -0.496 -0.137
N 0.049 -0.182 -0.022
C 0.943 -1.129 -0.541
N 0.853 -1.363 0.674
H -1.585 -1.460 -0.618
H -1.807 -0.496 0.867
H -1.843 0.312 -0.709
H 1.438 -1.429 -1.457
O 2.145 1.676 0.295
C 1.093 2.049 0.641
O 0.089 2.517 1.006